Entry 1:
30
Properties=species:S:1:pos:R:3:forces:R:3:nbo_charge:R:1 method="wB97M-V/def2-TZVPD" charge=+3 e_homo_ha=-0.6171 spin_multiplicity=1 largest_force_ev_per_a=6.5 lumo_ev=-12.8 molar_mass_g_mol=472.257 gap_ev=3.998
Zn -0.73014 -3.45031 -0.31400 1.48 2.16 -2.62 1.770
Zn 0.84029 2.02715 -0.98598 1.17 -1.40 -2.42 1.720
Zn -1.65669 0.64471 3.65814 0.17 -0.27 -1.01 1.813
N 1.80977 -2.16901 -2.03821 3.41 2.66 -3.42 0.737
O 0.83745 -2.82345 -1.62977 -3.70 -2.72 1.89 -0.702
O 2.11765 -2.22785 -3.22309 -1.06 -0.83 1.23 -0.303
O 2.44608 -1.39012 -1.31780 -0.56 -0.39 1.90 -0.550
N -0.16913 0.55043 -3.45831 -1.86 0.95 -6.12 0.725
O 0.68732 1.22327 -2.84699 2.30 2.31 3.22 -0.688
O -0.98881 -0.12555 -2.90353 -1.43 -1.73 2.63 -0.527
O -0.20119 0.70072 -4.69372 0.61 -0.49 2.11 -0.337
N -0.30826 -0.27446 0.82086 -0.62 -4.42 -1.12 0.790
O 0.09047 0.33478 -0.12479 0.17 1.18 -0.17 -0.447
O -0.46673 -1.52169 0.66473 -0.38 0.77 1.24 -0.594
O -0.58783 0.21089 1.92810 -0.20 1.69 1.35 -0.687
O -2.16680 -2.49486 -1.47814 0.69 -0.80 1.10 -1.030
H -3.07784 -2.54176 -1.76806 -0.61 -0.65 -0.22 0.549
H -1.95381 -1.56207 -1.50596 0.69 0.86 -0.59 0.539
O 1.32518 2.75846 0.80456 -0.47 0.56 -0.08 -1.017
H 2.10964 3.30688 0.79483 0.63 0.51 -0.11 0.544
H 1.30886 2.37853 1.68298 -0.12 -0.42 0.19 0.526
O -1.57118 -1.23353 4.33173 0.12 1.26 0.03 -1.037
H -0.85179 -1.48817 4.90955 0.60 -0.07 0.67 0.553
H -1.98458 -2.06066 4.08438 -0.75 -0.34 -0.37 0.560
O 2.76547 1.19316 -1.08911 -0.34 1.31 0.88 -1.054
H 2.69063 0.26014 -0.88890 -0.13 -1.22 -0.29 0.529
H 3.60422 1.27468 -1.54308 0.26 0.34 -0.52 0.543
O -1.84611 2.52491 2.91348 0.26 -1.27 0.48 -1.031
H -1.97134 2.59047 1.96677 -0.06 -0.17 -0.71 0.541
H -2.10081 3.38431 3.24933 -0.30 0.63 0.86 0.564

Entry 2:
23
Properties=species:S:1:pos:R:3:forces:R:3:nbo_charge:R:1 method="wB97M-V/def2-TZVPD" charge=+1 de_lowest_kj_mol=141.7 e_homo_ha=-0.5417 spin_multiplicity=1 largest_force_ev_per_a=1.6 lumo_ev=-3.2 molar_mass_g_mol=110.177 gap_ev=11.575
C -1.69150 0.83147 -1.28318 -1.29 -0.06 0.49 -0.667
C -1.37651 0.17082 0.07662 -0.03 0.87 -1.39 -0.232
N -0.48247 -1.03323 -0.00829 -0.15 0.85 1.00 -0.505
C 0.84331 -0.73163 -0.68234 -0.93 0.64 -0.12 -0.216
C 1.62571 -2.04253 -0.74551 -1.45 0.54 0.20 -0.621
H -1.68729 0.26639 -2.21153 0.33 -0.71 0.23 0.231
H -1.10024 1.70973 -1.45404 0.17 0.53 0.03 0.246
H -2.76235 1.08993 -1.17788 0.61 0.47 -0.25 0.249
H -0.95520 0.93355 0.73896 0.41 -0.51 -0.14 0.237
H -2.31287 -0.08761 0.51892 -0.42 -0.81 0.43 0.230
H -0.94508 -1.79189 -0.50666 -0.11 0.05 0.01 0.427
H -0.37813 -1.29264 0.99197 0.39 -0.12 -0.76 0.457
H 1.23618 0.13467 -0.14543 0.49 -0.59 0.42 0.228
H 0.53071 -0.23593 -1.60499 0.27 -0.78 -0.42 0.231
H 0.88452 -2.80615 -1.02288 0.34 -0.08 0.06 0.212
H 2.38229 -2.08667 -1.50932 0.55 0.23 0.14 0.263
H 1.94400 -2.23991 0.27655 0.58 -0.36 -0.26 0.214
H 1.27799 0.21137 2.84108 -0.51 0.74 0.14 0.498
H 1.22663 -1.14480 2.43131 -0.18 -0.76 -0.03 0.474
O 0.64036 -0.38293 2.42538 0.90 -0.09 0.20 -0.959
H 1.04559 3.50177 0.30150 -0.23 0.33 -0.14 0.468
H -0.05552 3.31399 1.30567 -0.20 0.25 0.11 0.462
O 0.10989 3.71223 0.44409 0.44 -0.62 0.05 -0.925

Entry 3:
83
Properties=species:S:1:pos:R:3:forces:R:3:lowdin_charge:R:1 method="wB97M-V/def2-TZVPD" de_lowest_kj_mol=64.7 e_homo_ha=-0.2110 spin_multiplicity=1 largest_force_ev_per_a=2.9 lumo_ev=-2.0 molar_mass_g_mol=506.731 gap_ev=3.708
C 1.98973 3.04908 4.53922 0.41 0.20 0.53 -0.060
C 2.34901 2.02599 3.49423 -0.23 -0.29 -0.98 -0.218
O 2.06321 2.54704 2.17759 -0.20 0.00 1.75 -0.083
C 2.17128 1.61060 1.18987 0.57 0.48 -2.82 -0.519
C 2.44785 2.22060 -0.10457 0.94 -1.23 1.03 -0.116
C 3.43639 1.55187 -0.94751 -0.68 0.46 -0.08 -0.384
O 3.86975 2.13094 -1.96142 0.13 -0.15 0.10 -0.027
C 4.06753 0.20148 -0.61762 -0.06 0.38 0.19 -0.134
C 3.33395 -0.98028 -1.24065 0.14 -0.32 0.05 -0.203
C 3.05726 -0.87173 -2.75335 -0.02 -0.35 0.25 -0.197
C 1.65160 -0.34478 -3.09273 -0.12 0.00 -0.19 -0.205
C 1.64272 0.85184 -4.05534 -0.03 0.09 0.06 -0.211
C 0.40673 1.75208 -3.88957 0.22 -0.08 0.17 -0.209
C 0.40950 2.57209 -2.58973 -0.39 -0.20 0.06 -0.228
C 1.33089 3.78617 -2.57022 0.02 0.17 -0.25 -0.207
C 1.45620 4.39112 -1.16301 0.14 0.21 -0.32 -0.203
C 2.45441 3.72202 -0.22047 0.47 0.03 -0.10 -0.178
O 2.01325 0.41412 1.41926 -0.01 -0.06 0.63 0.028
H 1.51075 2.55137 5.38732 -0.02 0.15 0.03 0.069
H 2.91950 3.49687 4.90927 -0.37 0.25 0.04 0.076
H 1.32516 3.83698 4.17225 0.10 -0.18 -0.07 0.066
H 3.42339 1.79332 3.50435 -0.28 -0.13 0.18 0.134
H 1.78324 1.09886 3.62146 0.34 0.08 -0.04 0.085
H 5.09083 0.24338 -1.01215 -0.20 0.09 -0.01 0.118
H 4.11921 0.07500 0.46913 -0.01 -0.16 -0.20 0.101
H 3.96589 -1.86264 -1.08076 -0.14 0.00 0.13 0.101
H 2.40493 -1.12942 -0.67631 0.09 -0.10 -0.19 0.100
H 3.84027 -0.25770 -3.22013 -0.24 -0.09 0.07 0.109
H 3.13905 -1.88551 -3.17029 0.14 0.22 -0.01 0.098
H 1.08853 -1.16327 -3.56804 -0.04 0.19 0.16 0.104
H 1.10374 -0.11172 -2.16629 0.25 0.11 -0.18 0.099
H 2.55287 1.44809 -3.89791 -0.24 -0.11 0.01 0.094
H 1.68496 0.45973 -5.08373 0.01 0.20 0.16 0.108
H 0.35222 2.42936 -4.74789 -0.14 0.03 0.01 0.103
H -0.50059 1.13125 -3.89326 0.11 0.04 -0.16 0.103
H -0.62013 2.92693 -2.40516 0.15 -0.03 -0.02 0.106
H 0.65417 1.92676 -1.73479 0.04 0.07 -0.23 0.080
H 2.32656 3.52568 -2.95747 -0.24 0.04 0.26 0.102
H 0.90965 4.54508 -3.25510 0.11 -0.16 0.18 0.108
H 1.77557 5.43863 -1.27181 -0.20 -0.08 0.11 0.105
H 0.46512 4.40439 -0.69376 -0.17 0.06 -0.19 0.073
H 2.32899 4.11361 0.79232 -0.01 0.31 -0.23 0.098
H 3.45775 4.01615 -0.57020 -0.20 0.00 0.10 0.117
C -1.80610 -3.39207 5.84272 0.09 0.22 0.17 -0.064
N -2.26171 -3.15485 4.48511 0.16 -0.15 0.00 -0.189
C -3.39215 -3.97971 4.10650 0.05 -0.07 0.03 -0.047
C -1.84294 -2.05625 3.78837 0.05 0.23 -0.17 -0.201
C -2.22672 -1.80561 2.43622 0.18 0.30 0.11 0.001
C -1.74696 -0.69403 1.75504 0.45 0.24 0.33 0.013
C -0.98157 0.30520 2.42129 0.29 -0.60 0.60 -0.211
C -0.65442 1.57980 1.83631 -2.12 0.37 0.44 0.120
C -1.06277 2.76380 2.50590 0.39 -0.18 0.05 -0.183
C -0.69187 4.05162 2.00575 -0.27 0.13 0.20 0.022
C -0.99105 5.20484 2.70050 0.12 -0.16 -0.33 0.014
C -1.67995 5.15429 3.95606 0.44 0.43 -0.01 -0.192
N -1.89010 6.26982 4.70657 0.08 -0.52 -0.35 -0.168
C -2.45588 6.16557 6.03447 -0.15 -0.28 0.31 -0.052
C -1.30520 7.55424 4.38543 0.21 0.30 -0.26 -0.042
C -2.12652 3.88706 4.41158 -0.25 -0.45 0.16 -0.006
C -1.86700 2.74545 3.69856 0.46 -0.03 -0.06 0.011
C -0.61959 0.04657 3.77475 -0.48 0.17 -0.44 -0.038
C -0.98168 -1.11527 4.41315 -0.11 -0.08 0.15 -0.005
H -0.72908 -3.19609 5.93379 -0.34 -0.21 0.00 0.088
H -2.33869 -2.75354 6.57046 0.15 -0.15 -0.13 0.102
H -2.00262 -4.43944 6.10099 0.12 0.29 -0.07 0.088
H -3.58029 -3.93616 3.03425 0.00 -0.13 0.22 0.073
H -3.16524 -5.01134 4.40638 -0.15 0.18 -0.31 0.091
H -4.29977 -3.67620 4.64809 0.05 0.03 -0.16 0.099
H -2.90090 -2.49325 1.93011 0.28 0.23 0.03 0.096
H -2.00642 -0.52201 0.71031 -0.02 -0.19 0.23 0.126
H -0.37728 1.65264 0.78579 0.32 -0.04 0.11 0.142
H -0.16940 4.09151 1.04628 -0.02 0.09 0.46 0.102
H -0.68142 6.16442 2.28146 -0.07 -0.43 0.17 0.107
H -3.40635 5.62599 6.00615 0.04 0.15 0.05 0.090
H -1.78694 5.63106 6.72678 -0.10 0.17 -0.12 0.106
H -2.63623 7.17267 6.41458 0.01 -0.24 0.00 0.088
H -1.31934 7.72804 3.30764 -0.05 0.09 0.22 0.083
H -1.90005 8.33079 4.87660 0.16 -0.11 -0.23 0.090
H -0.26373 7.64199 4.73614 -0.24 -0.09 -0.07 0.109
H -2.68511 3.79531 5.34494 0.14 0.08 -0.43 0.103
H -2.27115 1.79719 4.05786 0.14 0.35 -0.14 0.122
H -0.07168 0.79762 4.34140 0.03 -0.22 -0.27 0.109
H -0.63916 -1.27441 5.43793 -0.20 0.13 -0.44 0.101

Entry 4:
7
Properties=species:S:1:pos:R:3:forces:R:3:nbo_charge:R:1 method="wB97M-V/def2-TZVPD" de_lowest_kj_mol=0.0 e_homo_ha=-0.3578 spin_multiplicity=1 largest_force_ev_per_a=5.2 lumo_ev=-2.2 molar_mass_g_mol=206.729 gap_ev=7.536
O 0.24826 -1.45417 0.56097 1.31 -1.72 0.64 -0.869
C 1.04139 -0.48538 0.31610 4.03 3.05 -0.31 0.961
O 2.24059 -0.45166 0.50970 -2.11 -0.34 -0.37 -0.556
Sn -1.57630 -1.13408 0.21999 -4.84 -1.80 -0.10 1.252
O -1.42102 1.86111 -0.47210 0.06 -1.73 -0.59 -0.513
C -0.94299 0.74818 -0.43649 1.41 3.32 0.80 0.272
O 0.44972 0.71322 -0.17446 0.13 -0.77 -0.08 -0.546